1.
Entry from the OMol25 dataset: a single C2H8NO2P molecule at a distorted geometry (ωB97M-V with the def2-TZVPD basis set).

As for the SMILES: NPOCCO. The calculation puts the molar mass at 109.065 u. The calculation puts the HOMO-LUMO gap at 9.79 eV. For the energy relative to the best compared isomer or geometry (same formula, charge and spin), the calculation gives 244.85 kJ/mol. Its highest occupied orbital energy is -8.81 eV. As for the LUMO energy: 0.98 eV. For the electronic energy, the calculation gives -627.5627 hartree.

Geometry (Å):
P  -0.209  -1.110  1.404
O  -0.562  -0.603  -0.081
O  1.281  1.435  -0.545
N  -0.829  0.252  2.169
C  0.422  -0.629  -1.066
C  0.702  0.710  -1.556
H  -1.055  0.197  3.158
H  -1.623  0.463  1.619
H  -0.029  -1.215  -1.962
H  -1.296  -1.984  1.698
H  1.374  -0.997  -0.640
H  -0.142  1.246  -1.866
H  0.620  1.568  0.171
H  1.346  0.666  -2.502

=====

2.
Entry from the OMol25 dataset: a single C5H9NO molecule (ωB97M-V with the def2-TZVPD basis set).

The calculation puts the molar mass at 99.133 u. The calculation puts the HOMO-LUMO gap at 10.05 eV. For the energy relative to the best compared isomer or geometry (same formula, charge and spin), the calculation gives 392.95 kJ/mol. Its highest occupied orbital energy is -9.48 eV. As for the LUMO energy: 0.56 eV. For the electronic energy, the calculation gives -325.7879 hartree.

Geometry (Å):
O  -2.026  0.070  0.790
N  -0.631  0.602  -1.284
C  1.240  -0.925  -0.725
C  0.188  0.018  -0.167
C  -1.791  0.800  -1.073
C  -0.896  -0.705  0.678
C  0.799  1.197  0.585
H  1.773  -1.405  0.103
H  -0.463  -0.870  1.676
H  0.781  -1.706  -1.339
H  -2.706  0.555  -0.459
H  -1.088  -1.695  0.220
H  1.479  0.829  1.360
H  1.971  -0.385  -1.335
H  0.004  1.778  1.061
H  1.365  1.843  -0.092

=====

3.
Entry from the OMol25 dataset: a molecular structure, C15H11FNO5V (ωB97M-V with the def2-TZVPD basis set).

The spin multiplicity is 4. The calculation puts the molar mass at 355.197 u. The calculation puts the HOMO-LUMO gap (alpha / beta) at 5.97 / 7.27 eV. For the energy relative to the best compared isomer or geometry (same formula, charge and spin), the calculation gives 0.00 kJ/mol. Its highest occupied orbital energy (alpha / beta) is -9.98 / -11.54 eV. The expectation value of S² is 3.84. As for the LUMO energy (alpha / beta): -4.02 / -4.27 eV. For the electronic energy, the calculation gives -2052.8691 hartree. The net charge is +1.

Geometry (Å):
V  -0.373  0.038  0.115
F  -3.201  -4.541  -0.862
O  -0.691  -1.903  -2.476
O  1.748  -0.512  0.319
O  -2.397  3.505  -0.881
O  3.826  0.287  0.054
O  -1.886  1.453  -0.273
N  0.629  1.677  -0.434
C  -0.791  -2.717  1.081
C  -3.356  -2.391  0.048
C  -1.490  2.577  -0.625
C  -2.784  -1.379  0.797
C  1.987  1.709  -0.396
C  -0.843  -0.433  2.072
C  -1.504  -1.531  1.374
C  1.996  4.027  -0.954
C  2.702  2.852  -0.643
C  -0.580  -1.235  -1.583
C  0.612  4.004  -0.985
C  -0.064  2.816  -0.723
C  -1.361  -3.739  0.343
C  2.516  0.407  0.017
C  -2.641  -3.560  -0.154
H  -4.346  -2.293  -0.376
H  -2.003  4.341  -1.163
H  0.205  -2.841  1.488
H  0.008  -0.727  2.680
H  -3.337  -0.465  0.975
H  4.068  -0.602  0.359
H  -0.833  -4.662  0.149
H  -1.502  0.278  2.563
H  2.532  4.943  -1.149
H  3.781  2.846  -0.589
H  0.072  4.917  -1.202

=====

Question: What is the energy relative to the best compared isomer or geometry (same formula, charge and spin) in the second record?
Answer: 392.95 kJ/mol